No. 1
{"formula": "C37H56B2BrN8O2PRbS5", "method": "ωB97M-V/def2-TZVPD", "species": ["H", "C", "H", "H", "C", "H", "C", "Rb", "H", "S", "H", "O", "C", "C", "C", "H", "N", "C", "H", "H", "C", "C", "C", "C", "H", "H", "H", "H", "H", "C", "C", "P", "H", "H", "S", "C", "C", "C", "C", "H", "N", "H", "H", "H", "Br", "C", "H", "N", "H", "C", "H", "H", "H", "C", "N", "H", "C", "H", "C", "C", "H", "C", "H", "N", "H", "H", "C", "H", "S", "H", "H", "N", "H", "H", "H", "C", "N", "H", "N", "C", "C", "H", "C", "B", "H", "S", "C", "B", "H", "H", "H", "S", "C", "H", "C", "H", "C", "H", "H", "O", "C", "C", "H", "C", "H", "H", "H", "H", "H", "H", "H", "H", "C"], "xyz": [[4.26531, -6.75678, 2.24822], [-0.66461, 4.05151, -1.77229], [6.08847, -7.04931, 1.86249], [-4.51397, -3.09616, 3.55508], [5.31339, -6.43636, 2.40479], [4.87922, 2.21549, 0.78044], [0.15926, 0.45649, 2.29423], [3.16841, -1.85380, -1.39563], [-2.85139, -3.29095, 3.62969], [4.96953, -2.28485, 1.34012], [-3.62621, -2.90797, 2.15523], [3.36530, -4.19384, 3.00441], [-2.40934, -0.57189, 3.05716], [-4.34808, 0.63785, -4.80047], [-4.47299, -0.90649, 4.84538], [-4.88557, 1.54464, -5.08392], [7.55740, 1.58749, -1.06336], [-0.28964, 1.78287, -1.99806], [-3.33263, 0.64057, -5.04125], [3.77717, 1.89788, -1.42739], [-0.91365, 4.82368, 2.02357], [-2.12924, -3.47030, -2.84337], [6.99911, 1.18123, -2.23888], [1.04227, 0.19929, 4.63626], [-3.83768, -0.87666, 5.85064], [-0.66362, 4.09710, -4.36880], [6.40531, -0.24575, -6.41557], [5.12974, 1.06960, -3.48008], [2.02672, 0.82464, 4.60609], [-0.16759, 3.04579, -4.17767], [6.75530, 1.85521, -0.04015], [4.25415, -4.11806, 1.66865], [4.96332, -6.24374, 4.54577], [4.42283, 0.35836, -6.59889], [3.54407, -4.89281, -0.02974], [5.64780, 1.21974, -2.47088], [-2.54069, 5.92210, 0.11974], [-1.71332, -1.78746, -1.15515], [-3.66522, -2.59093, 3.23987], [-4.10755, 2.23432, -1.70688], [-0.45145, 1.70212, -0.70687], [5.60877, -7.80015, 4.07653], [-2.67060, -3.98439, -2.06471], [-0.85360, 4.86135, -2.19767], [7.65102, 2.24296, 1.64785], [-5.93376, 0.87303, -2.61303], [-0.42057, 2.42340, -4.90312], [-2.67315, 0.54408, -1.44238], [2.07143, -2.76495, 2.30135], [-4.03562, 2.36699, -2.75541], [-2.22723, 5.81581, -0.75613], [-5.82179, -1.33483, 2.70038], [-3.16615, -1.47404, -4.14242], [-3.83459, -1.15345, 3.42074], [-2.24210, -0.26663, 1.85436], [1.10180, 5.39970, 0.67435], [5.62085, -6.72333, 3.89260], [1.19749, -5.04508, 1.86602], [2.06984, -3.59672, 3.00909], [-3.42073, 0.11684, -2.52298], [-2.84941, 2.43322, -2.91696], [-1.36154, -0.44410, 4.05450], [0.12345, 7.12561, 0.57088], [-0.76077, 2.81361, 0.17262], [0.86781, -5.36805, 3.60182], [-5.87707, 0.94326, -1.61080], [-2.42120, -2.18762, -2.28803], [-5.59951, 0.35157, 2.92661], [1.68502, 0.60576, 1.60349], [-1.22136, -3.77653, -2.87062], [6.61165, -6.37124, 4.11462], [4.55272, -1.39285, -3.87124], [1.83128, -2.99276, 3.89076], [-0.09726, 4.34383, 2.24764], [-6.40704, 0.08348, -2.98749], [-0.44972, 2.92352, -2.75677], [-0.95674, 0.28769, 1.47046], [0.10781, 6.53778, -0.83209], [-1.82729, -0.40159, -0.84895], [4.88659, -1.07242, -4.95015], [-4.46129, 0.93283, -3.09487], [-4.97831, 0.31712, 4.83701], [1.00108, -4.66396, 2.78971], [5.22394, -0.46843, -6.35513], [1.34605, -0.63387, 5.23608], [0.70751, 0.53610, -2.80025], [4.81531, 1.63236, -1.30700], [-0.93498, 0.48987, -0.11292], [-5.01241, -0.81200, 1.51109], [-0.88714, 5.78195, 2.44044], [4.88046, -1.42570, -7.12440], [-0.44998, -2.71826, -0.42621], [0.05967, 6.22553, 0.13519], [-2.53568, -3.96633, -3.58575], [5.39951, 1.93917, -0.10919], [7.75628, 1.00312, -3.01828], [-1.13354, 5.15166, 0.55152], [0.83053, 3.42124, -4.46980], [0.58051, 0.96142, 5.35937], [5.49575, -5.10272, 2.20599], [-0.99871, 3.99592, -0.47870], [-0.22550, 0.05797, 3.65423], [-5.26967, -1.64635, 4.88475], [-5.03033, -0.71937, 2.52911], [-1.76493, -0.74687, 5.20269], [-4.52568, 3.04448, -3.78270], [-2.56328, 6.94282, 0.42717], [-1.54421, 4.12015, 2.75339], [-4.91107, -0.19080, -5.04252], [-3.52230, 5.39226, 0.60355], [-6.29782, 1.88040, -2.87848], [0.11296, -4.19378, 2.66980], [-3.17106, -1.25456, -3.02318]], "gap_ev": [4.71, 5.77], "s2": 0.77, "lumo_ha": [0.114, 0.114], "charge": -2, "multiplicity": 2, "homo_ev": [-1.61, -2.65]}

---

No. 2
{"formula": "C37H56BrN3OPdSi", "method": "ωB97M-V/def2-TZVPD", "species": ["H", "H", "H", "C", "H", "C", "H", "H", "H", "H", "H", "C", "H", "H", "C", "H", "H", "C", "H", "H", "C", "H", "H", "C", "C", "C", "C", "H", "C", "C", "H", "C", "C", "H", "C", "C", "H", "N", "H", "H", "C", "H", "C", "H", "C", "H", "H", "C", "Br", "H", "H", "H", "H", "H", "C", "C", "H", "C", "C", "C", "H", "C", "C", "C", "C", "H", "H", "H", "C", "H", "H", "H", "H", "H", "H", "C", "H", "N", "N", "C", "H", "H", "O", "C", "C", "C", "H", "C", "H", "H", "Pd", "H", "H", "H", "H", "H", "H", "H", "Si", "C"], "xyz": [[2.79111, 5.30032, 0.35271], [-2.20107, -4.27891, -2.29279], [2.12398, -0.29606, 5.29262], [-0.33717, -1.64772, 1.10884], [2.01364, -5.29697, -2.00425], [0.53086, -3.84522, -4.00868], [3.57691, 2.54054, 0.67602], [-2.36750, -6.26772, -0.83465], [0.00033, 4.57781, 5.94893], [3.34549, -5.57275, -3.12759], [3.85247, 4.51222, 3.87887], [2.52226, -4.90024, -2.88867], [4.07638, 1.17456, 5.47145], [-5.33812, 0.31315, 1.69586], [-2.20187, 2.61063, -4.42539], [4.58731, 3.98131, 0.94856], [-6.38340, -1.99119, -0.17552], [1.72838, -5.55758, -5.19354], [2.43258, -0.16890, 2.35756], [1.63893, 4.63729, 5.27675], [-0.93098, -2.90999, 0.54725], [2.51396, 5.60385, 3.52124], [0.42715, -1.22185, 0.45735], [2.53004, 1.33110, 3.91744], [0.86973, -5.44155, -6.27513], [-1.05147, -4.04351, 1.35212], [2.73266, 3.97471, 2.07500], [3.67528, -0.49035, 3.59929], [3.61937, 1.94038, 4.81544], [3.18734, 0.29666, 2.99756], [-0.85528, -4.42576, -7.04560], [-1.83533, 0.76185, -2.86972], [-1.86924, -4.22565, -1.26107], [2.54156, -6.27454, -5.22709], [0.75607, 4.00191, 5.38264], [0.19924, 3.55989, 4.01989], [0.35344, 0.87366, -6.91978], [0.40645, -3.06793, -2.85322], [1.15740, 1.14824, 5.61954], [-1.17022, -3.03928, -5.03455], [-0.70058, 0.84103, -5.05403], [-4.86627, -2.92822, -0.22388], [2.04250, 4.74095, 0.93914], [1.51532, 4.05173, 0.27364], [-1.97127, -5.33980, -0.44015], [0.56596, -3.56240, -1.98793], [-4.76205, 1.31937, 0.36261], [-5.37515, -2.08101, 0.24344], [-1.88561, 2.04467, 0.06116], [-0.76247, 1.74104, 4.79479], [4.42906, 2.37957, 4.22726], [1.03433, 3.14742, 6.00312], [4.00029, 5.69773, 2.56880], [-2.67612, 3.56086, -4.64349], [1.58366, -4.77285, -4.05663], [-1.55918, -5.24472, 0.88031], [-4.54216, -0.66328, -1.07276], [0.27200, 0.23738, -6.03853], [-1.01886, 2.65928, 4.26599], [-2.44289, 1.97856, -3.21640], [1.00915, -6.06104, -7.15193], [3.30305, 4.99876, 3.06916], [-0.16672, -4.52619, -6.21583], [-0.34207, -3.73430, -5.08763], [-5.29901, 0.40190, 0.60563], [-5.45366, -2.28115, 1.31752], [-0.03708, -0.75692, -6.37909], [-1.62789, -6.10237, 1.53899], [1.57999, 0.53902, 4.81951], [0.43683, 5.56542, 3.16523], [4.51638, 2.70004, 2.16631], [-1.76294, 3.20010, 4.87619], [-1.11050, -0.88837, 1.22445], [-1.48699, 2.37498, 3.31988], [-1.13052, 5.26712, 3.92480], [-1.31631, 2.04774, -5.33781], [3.21592, 2.72469, 5.46016], [-0.35927, -1.05323, -3.65012], [-1.25724, -1.90695, -1.66541], [-4.55632, -0.80324, 0.03120], [0.75197, 0.11802, 4.23988], [3.94140, 0.73076, 2.34000], [-3.26684, -0.93306, 0.52280], [-1.35781, -3.02316, -0.78416], [-0.33521, 4.80860, 3.31361], [-0.49530, -1.99136, -2.69023], [-1.09221, 2.54846, -6.27435], [3.92062, 3.25000, 1.43613], [-3.09148, 2.45250, -2.49348], [-0.76204, 4.55250, 2.33878], [-2.27387, -0.06783, -1.12305], [-6.32097, 0.46505, 0.21164], [1.27838, 0.14314, -5.61495], [0.10396, -1.83739, 2.08810], [1.30844, 5.45981, 1.30502], [0.36133, -1.27003, -4.31562], [2.93290, -3.92712, -2.61088], [-0.72491, -3.96867, 2.38294], [1.43464, 2.58991, 2.76764], [-0.99702, 0.21012, -3.83318]], "gap_ev": 3.27, "lumo_ha": 0.135, "charge": -2, "multiplicity": 1, "homo_ev": 0.40}

---

In order of appearance, calculated total energy = -7011.68280; -4674.39095 Eh.
In order of appearance, ΔE to the lowest compared entry with this formula, charge and spin = 1824.9; 78.6 kJ/mol.
In order of appearance, maximum force = 0.1910; 0.0140 Eh/bohr.